{
  "formula": "C4H9O4",
  "method": "ωB97M-V with the def2-TZVPD basis set",
  "species": ["C", "O", "C", "C", "C", "O", "O", "H", "H", "H", "H", "H", "H", "H", "H", "H", "O"],
  "xyz": [[-1.488, 0.316, -0.218], [-0.946, 1.284, -1.071], [-0.343, -0.530, 0.346], [0.816, 0.334, 0.820], [1.851, -0.420, 1.597], [2.095, -1.694, 1.179], [2.216, -0.129, 2.718], [-2.154, 0.726, 0.552], [-2.079, -0.351, -0.868], [0.039, -1.154, -0.460], [-0.605, -1.255, 1.128], [1.252, 0.910, 0.003], [0.490, 1.116, 1.509], [2.692, -2.044, 1.863], [-1.128, 0.897, -2.178], [-1.422, 1.467, -3.556], [-1.286, 0.527, -3.365]],
  "multiplicity": 1,
  "total_charge": -1,
  "energy_ev": -12484.54914,
  "relative_energy_ev": 1.871,
  "gap_ev": 7.0626
}

***

{
  "formula": "C34H106N4O26",
  "method": "ωB97M-V with the def2-TZVPD basis set",
  "species": ["C", "C", "C", "O", "C", "N", "H", "H", "H", "H", "H", "H", "H", "H", "H", "H", "H", "C", "C", "C", "O", "C", "N", "H", "H", "H", "H", "H", "H", "H", "H", "H", "H", "H", "C", "C", "C", "O", "C", "N", "H", "H", "H", "H", "H", "H", "H", "H", "H", "H", "H", "C", "C", "C", "O", "C", "N", "H", "H", "H", "H", "H", "H", "H", "H", "H", "H", "H", "O", "H", "H", "O", "H", "H", "O", "H", "H", "O", "H", "H", "C", "C", "O", "O", "H", "H", "H", "H", "H", "H", "C", "C", "O", "O", "H", "H", "H", "H", "H", "H", "C", "C", "O", "O", "H", "H", "H", "H", "H", "H", "C", "C", "O", "O", "H", "H", "H", "H", "H", "H", "C", "C", "O", "O", "H", "H", "H", "H", "H", "H", "C", "C", "O", "O", "H", "H", "H", "H", "H", "H", "C", "C", "O", "O", "H", "H", "H", "H", "H", "H", "C", "C", "O", "O", "H", "H", "H", "H", "H", "H", "C", "C", "O", "O", "H", "H", "H", "H", "H", "H"],
  "xyz": [[1.725, 0.437, -0.119], [0.892, -0.050, -1.288], [-0.448, -0.684, -0.897], [-0.323, -2.010, -0.377], [-1.544, -2.751, -0.288], [0.656, 1.045, -2.233], [2.768, 0.624, -0.379], [1.772, -0.279, 0.702], [1.271, 1.318, 0.345], [1.477, -0.849, -1.757], [-1.167, -0.752, -1.721], [-0.997, -0.085, -0.159], [-2.064, -2.333, 0.577], [-1.198, -3.751, -0.035], [-2.179, -2.734, -1.175], [1.459, 1.652, -2.360], [0.055, 1.624, -1.639], [5.692, 5.620, -0.228], [4.802, 4.981, 0.859], [4.813, 3.463, 0.811], [4.174, 2.853, 1.931], [4.297, 1.433, 1.932], [5.227, 5.535, 2.166], [6.708, 5.231, -0.236], [5.649, 6.706, -0.155], [5.173, 5.458, -1.179], [3.801, 5.392, 0.683], [5.855, 3.121, 0.789], [4.493, 3.218, -0.211], [3.845, 0.983, 1.044], [3.710, 0.977, 2.730], [5.356, 1.207, 2.049], [4.343, 5.732, 2.624], [5.632, 6.459, 2.074], [-1.832, 7.283, -0.687], [-1.128, 6.022, -0.197], [0.113, 5.762, -1.044], [0.964, 4.780, -0.451], [2.098, 4.493, -1.235], [-0.774, 6.239, 1.225], [-2.258, 7.178, -1.687], [-1.133, 8.122, -0.703], [-2.647, 7.618, -0.044], [-1.860, 5.209, -0.229], [0.741, 6.653, -1.129], [-0.230, 5.417, -2.023], [2.614, 3.632, -0.814], [2.702, 5.388, -1.419], [1.935, 4.196, -2.278], [-1.639, 6.325, 1.748], [-0.358, 5.353, 1.501], [0.061, 0.215, 2.729], [-0.051, -1.277, 2.891], [-1.554, -1.644, 2.825], [-2.282, -1.020, 3.855], [-3.674, -0.859, 3.695], [0.644, -2.008, 1.839], [-0.225, 0.611, 3.704], [-0.443, 0.666, 1.872], [1.098, 0.544, 2.606], [0.343, -1.540, 3.874], [-1.707, -2.727, 2.900], [-1.887, -1.377, 1.813], [-4.057, -0.229, 4.497], [-4.098, -1.863, 3.822], [-3.977, -0.436, 2.734], [0.364, -1.566, 0.970], [0.307, -2.964, 1.883], [3.138, -1.850, 0.540], [3.015, -2.391, -0.258], [2.380, -2.075, 1.109], [3.433, 2.361, -3.023], [3.767, 2.944, -3.714], [4.208, 2.153, -2.488], [2.261, -2.858, -4.261], [2.001, -1.922, -4.312], [1.525, -3.349, -4.659], [1.673, -0.151, -4.574], [2.495, 0.286, -4.822], [1.327, 0.381, -3.825], [-2.352, 2.900, -2.870], [-2.587, 2.631, -1.382], [-1.371, 2.492, -0.669], [-1.720, 1.872, -3.623], [-1.787, 3.832, -2.969], [-3.330, 2.962, -3.350], [-3.020, 1.632, -1.239], [-3.248, 3.386, -0.951], [-1.637, 2.528, 0.263], [-0.878, 1.738, -3.147], [-2.237, 2.282, 3.909], [-2.173, 1.452, 2.627], [-2.942, 2.119, 1.617], [-3.632, 2.440, 4.226], [-1.957, 3.304, 3.653], [-1.659, 1.840, 4.720], [-2.622, 0.459, 2.742], [-1.176, 1.317, 2.207], [-3.690, 2.503, 2.096], [-3.859, 1.811, 4.916], [-1.894, -1.296, -4.915], [-1.164, -1.412, -6.240], [-0.367, -0.265, -6.471], [-3.060, -0.477, -4.908], [-1.186, -0.944, -4.157], [-2.217, -2.281, -4.567], [-1.809, -1.569, -7.101], [-0.463, -2.243, -6.113], [0.327, -0.065, -5.827], [-2.713, 0.416, -5.036], [-4.528, -0.886, 0.981], [-5.493, -0.756, -0.223], [-6.749, -0.311, 0.222], [-4.693, -2.164, 1.576], [-4.658, -0.004, 1.616], [-3.489, -0.727, 0.684], [-5.504, -1.761, -0.656], [-5.097, -0.036, -0.946], [-7.365, -0.264, -0.513], [-5.155, -2.118, 2.417], [5.888, -1.585, -1.311], [4.618, -1.529, -2.098], [3.868, -2.775, -1.950], [5.670, -0.974, -0.039], [6.667, -1.043, -1.852], [6.303, -2.578, -1.127], [4.812, -1.508, -3.178], [3.943, -0.678, -1.970], [3.266, -2.765, -2.709], [4.794, -1.343, 0.162], [-0.011, -8.046, 1.827], [0.174, -6.719, 2.584], [-0.051, -5.550, 1.794], [0.852, -8.242, 0.721], [-0.990, -8.027, 1.345], [0.116, -8.892, 2.505], [1.100, -6.731, 3.165], [-0.619, -6.733, 3.335], [0.380, -5.764, 0.953], [1.619, -8.772, 0.946], [-1.372, -5.371, -2.869], [-0.156, -4.556, -3.290], [-0.134, -4.304, -4.691], [-1.408, -6.627, -3.518], [-2.233, -4.758, -3.165], [-1.501, -5.414, -1.783], [0.695, -5.155, -2.946], [-0.020, -3.591, -2.804], [-0.190, -5.138, -5.170], [-2.295, -6.984, -3.433], [1.569, 3.545, 2.535], [1.222, 3.262, 3.992], [2.324, 3.637, 4.795], [0.411, 3.425, 1.701], [2.287, 2.854, 2.089], [1.974, 4.563, 2.531], [0.940, 2.231, 4.222], [0.415, 3.955, 4.243], [2.991, 2.960, 4.627], [0.719, 3.698, 0.805], [-4.475, -5.078, 3.160], [-3.087, -4.917, 2.533], [-2.738, -5.865, 1.535], [-4.777, -6.409, 3.498], [-5.205, -4.661, 2.453], [-4.503, -4.403, 4.016], [-2.351, -4.988, 3.343], [-3.026, -3.882, 2.182], [-1.798, -5.681, 1.353], [-4.643, -6.948, 2.712]],
  "multiplicity": 1,
  "total_charge": 0,
  "energy_ev": -96162.01010,
  "gap_ev": 8.9697
}

***

{
  "formula": "C8H10BrN4",
  "method": "ωB97M-V with the def2-TZVPD basis set",
  "species": ["C", "C", "C", "C", "C", "C", "C", "C", "N", "N", "N", "N", "Br", "H", "H", "H", "H", "H", "H", "H", "H", "H", "H"],
  "xyz": [[0.842, 0.632, -0.426], [0.031, -1.370, 0.573], [2.108, 0.284, -0.114], [1.327, -1.806, 0.761], [-0.301, -0.180, -0.087], [2.440, -0.973, 0.451], [-3.773, 0.402, 0.215], [-1.852, 1.718, -0.288], [-3.195, 1.590, 0.376], [-1.546, 0.272, -0.559], [-2.746, -0.415, -0.363], [3.714, -1.301, 0.717], [-5.520, -0.348, 0.240], [0.645, 1.638, -0.986], [-0.643, -2.164, 0.798], [2.980, 0.904, -0.244], [1.630, -2.642, 1.358], [-1.935, 2.367, -1.125], [-0.897, 2.171, 0.316], [-3.745, 2.442, 0.729], [-2.993, -1.347, -0.663], [4.458, -0.924, 0.100], [3.953, -2.264, 1.042]],
  "multiplicity": 1,
  "total_charge": 1,
  "energy_ev": -84451.84092,
  "relative_energy_ev": 2.033,
  "gap_ev": 6.3622,
  "smiles": "Nc1ccc(N2CNC(Br)=[NH+]2)cc1"
}